[1]
Density functional theory data (wB97M-V/def2-TZVPD) for a structure of composition C29H28N4O4P2SW at a distorted geometry.

Geometry (Å):
W 0.494 -0.145 -1.287
S 0.214 1.797 -4.444
P -1.157 -1.631 -0.349
P 0.463 -0.187 1.255
O 0.559 0.949 -3.377
O 1.177 2.671 -4.957
O -1.124 1.777 -4.846
O 1.502 -1.235 -1.952
N 4.229 2.868 -2.340
N -1.182 -0.777 1.033
N 2.262 1.193 -1.195
N 3.043 4.715 -1.665
C -2.852 -0.979 -3.986
C 3.149 3.379 -1.653
C 4.325 1.561 -2.407
C -2.258 -5.367 0.352
C -4.182 -3.912 -0.021
C 0.786 2.960 3.829
C -0.488 3.678 1.875
C -1.910 -3.210 -0.505
C 3.764 -1.599 3.859
C -2.388 -0.440 1.833
C -1.381 -4.415 -0.028
C 1.384 -1.388 3.539
C -3.330 -2.972 -0.582
C 2.422 -1.755 4.349
C -2.449 0.549 -1.582
C -1.712 -0.646 -1.853
C -3.628 -5.106 0.472
C 1.658 -0.991 2.248
C 2.182 2.537 -1.080
C -3.370 0.919 -2.529
C 0.091 3.898 3.136
C 0.956 1.740 3.200
C 3.356 0.654 -1.850
C 0.291 1.406 2.013
C -1.908 -1.351 -3.097
C 4.075 -1.165 2.595
C 2.969 -0.986 1.735
C -0.406 2.415 1.295
C -3.712 0.119 -3.639
H 1.569 0.988 3.676
H -4.157 -5.930 0.879
H -5.214 -3.708 0.057
H -0.307 -4.659 -0.023
H 3.162 -0.746 0.719
H -4.003 1.759 -2.235
H -2.368 0.598 2.118
H -3.123 -1.618 -4.822
H 5.148 1.127 -2.950
H -1.265 -2.183 -3.271
H -1.879 -6.333 0.694
H -3.245 -0.513 1.124
H -0.930 2.137 0.408
H 2.368 5.334 -1.122
H 3.735 5.207 -2.240
H -4.490 0.322 -4.370
H -0.991 4.444 1.329
H 1.313 3.197 4.720
H 0.361 -1.426 3.833
H 2.343 -2.109 5.380
H -2.494 -1.063 2.708
H 4.636 -1.819 4.475
H -3.650 -2.072 -1.108
H 5.101 -1.079 2.275
H -2.367 1.140 -0.716
H 1.393 3.000 -0.521
H 0.001 4.904 3.541
H 3.440 -0.420 -1.950

Properties
HOMO energy (alpha / beta): -0.7061 / -0.7061 Ha
Charge: +4
LUMO (alpha / beta): -13.93 / -13.93 eV

---

[2]
Density functional theory data (wB97M-V/def2-TZVPD) for a structure of composition C29H28N5O6S2Ta at a distorted geometry.

Geometry (Å):
Ta 0.504 1.632 -0.838
S -2.058 1.734 -1.750
S 0.766 4.141 -0.659
O 2.487 1.876 -0.672
O -0.804 2.179 -2.403
O -3.092 2.710 -1.694
O 0.126 -0.311 -2.610
O 0.596 -4.485 -0.950
O 1.937 -0.574 1.404
N -1.415 1.349 -0.319
N 0.451 -2.411 -1.804
N 0.959 -0.478 -0.580
N 0.411 1.710 1.434
N 3.087 2.974 -0.178
C -0.861 1.623 1.912
C -0.103 1.814 4.200
C -4.142 -3.468 -4.001
C -3.522 1.580 2.723
C 1.173 1.918 3.701
C -3.211 0.184 -3.712
C 0.778 -3.309 -0.794
C 1.448 -1.185 0.478
C -2.664 0.216 -2.443
C -1.903 1.466 0.959
C 2.387 4.144 -0.124
C -2.626 -0.920 -1.654
C 0.507 -1.052 -1.699
C 4.351 2.869 0.277
C 0.479 -3.136 1.664
C 1.389 1.882 2.326
C -0.955 -2.635 1.523
C 4.982 3.941 0.842
C -2.532 1.680 3.670
C -3.106 -2.116 -2.157
C 2.802 -3.242 0.628
C -1.178 1.702 3.291
C -3.640 -2.180 -3.439
C 3.036 5.272 0.404
C 3.718 -2.767 -0.494
C -3.226 1.458 1.366
C 4.311 5.175 0.903
C 1.360 -2.702 0.466
C -3.696 -1.015 -4.204
H -2.775 1.766 4.717
H -3.605 -3.694 -4.921
H -2.231 -0.865 -0.651
H 3.720 -1.680 -0.562
H -1.539 -2.927 2.391
H 0.485 -4.226 1.716
H -0.295 1.808 5.262
H -4.130 -1.065 -5.192
H -1.426 -3.065 0.642
H 3.184 -2.885 1.585
H -0.981 -1.547 1.448
H 2.488 6.199 0.429
H 3.415 -3.176 -1.455
H 4.797 6.032 1.342
H -3.075 -3.010 -1.549
H -4.015 1.371 0.638
H 4.734 -3.096 -0.295
H -4.005 -4.285 -3.298
H 0.090 -2.792 -2.674
H -5.201 -3.389 -4.245
H 5.977 3.830 1.241
H 2.015 2.014 4.370
H 2.396 1.938 1.948
H -3.262 1.088 -4.294
H 2.761 -4.331 0.643
H 4.796 1.890 0.163
H -4.554 1.590 3.032
H 0.920 -2.736 2.578

Properties
Energy relative to the best compared isomer or geometry (same formula, charge and spin): 5.5 kcal per mole
HOMO energy (alpha / beta): -0.3480 / -0.4141 Ha
⟨S²⟩: 0.761
2S+1: 2
Charge: +1
LUMO (alpha / beta): -3.12 / -3.41 eV

---

[3]
Density functional theory data (wB97M-V/def2-TZVPD) for a structure of composition C29H28N6OPdS.

Geometry (Å):
Pd -0.062 -0.429 -1.835
S 1.425 -1.057 -0.163
O -0.056 1.443 -1.225
N 0.428 1.205 1.046
N 0.000 -2.217 -2.611
N 0.804 -2.502 -3.514
N 0.893 -0.578 2.371
N 1.468 -0.237 -3.286
N -1.668 -1.098 -0.943
C -0.436 5.512 -0.867
C 1.640 -1.434 -3.899
C -2.223 -0.489 0.188
C 2.850 -2.105 2.724
C -2.926 -4.599 -0.943
C 0.017 3.358 0.106
C 2.243 0.781 -3.623
C -2.193 -1.093 1.452
C 3.405 -0.565 -5.226
C 0.156 1.898 -0.039
C 0.601 0.276 3.543
C 1.338 -1.957 2.627
C -0.939 -3.104 -2.069
C 2.589 -1.640 -4.873
C -3.336 0.812 2.367
C 3.233 0.652 -4.598
C -2.756 -0.442 2.533
C 1.779 1.156 3.937
C -2.804 0.774 0.027
C 0.067 5.329 1.484
C -2.821 -3.261 -0.593
C 0.198 3.958 1.353
C -3.358 1.419 1.115
C -1.033 -4.448 -2.412
C -2.036 -5.200 -1.834
C -0.249 6.105 0.376
C -1.803 -2.488 -1.145
C 0.830 -0.050 1.158
C -0.305 4.143 -1.005
H 3.340 -1.799 1.798
H -0.352 7.177 0.481
H 1.486 1.792 4.772
H 0.209 5.795 2.449
H 2.635 0.564 4.255
H 0.944 -2.594 1.834
H 2.065 1.713 -3.102
H 0.337 -0.399 4.355
H 3.099 -3.150 2.907
H -2.833 1.220 -0.959
H -3.780 1.314 3.216
H -0.271 0.879 3.304
H 2.679 -2.612 -5.336
H -3.548 -2.816 0.070
H 3.261 -1.514 3.540
H -2.746 -0.909 3.509
H 3.850 1.504 -4.846
H 0.865 -2.263 3.559
H 0.435 3.345 2.210
H -3.820 2.388 0.989
H -1.722 -2.061 1.576
H -2.140 -6.247 -2.083
H -0.456 3.678 -1.969
H -0.686 6.120 -1.725
H -3.727 -5.186 -0.514
H -0.334 -4.875 -3.118
H 2.083 1.795 3.109
H 4.164 -0.688 -5.987

Properties
Energy relative to the best compared isomer or geometry (same formula, charge and spin): 0.0 kcal per mole
HOMO energy (alpha / beta): -0.5113 / -0.5113 Ha
Charge: +2
LUMO (alpha / beta): -8.84 / -8.85 eV

---

[4]
Density functional theory data (wB97M-V/def2-TZVPD) for a structure of composition C29H29AsBBaClF7O10Sb at a distorted geometry.

Geometry (Å):
Ba 0.178 -1.048 2.697
Sb -0.576 0.566 -1.382
As 3.445 0.094 2.670
Cl -0.382 0.506 5.189
F 4.657 1.506 -2.658
F 0.160 4.981 3.005
F -0.809 5.051 -5.825
F 4.063 -0.653 -2.223
F 2.454 0.980 -2.336
F 3.912 0.925 -0.587
F -6.823 -0.170 -2.002
O 1.322 -3.278 2.147
O 0.429 1.623 5.484
O 0.459 -0.678 5.093
O -1.040 0.689 3.921
O 1.890 0.582 2.518
O 1.227 -1.779 0.549
O -1.356 0.301 6.198
O -1.643 -1.463 1.055
O -1.641 -2.979 2.649
O -0.811 -2.677 -1.571
C -0.316 -4.857 -2.122
C -0.665 2.155 -2.883
C -0.043 4.009 2.075
C 0.079 3.015 -5.022
C -3.339 0.453 -2.748
C -3.585 0.154 -0.405
C -4.950 -0.038 -0.561
C -1.615 -2.647 1.450
C -1.828 -4.725 -1.845
C -0.759 4.094 -4.853
C 3.722 -0.384 4.534
C 1.022 -2.919 0.983
C -1.343 -3.752 0.418
C 0.192 -3.903 0.139
C 0.813 2.566 0.394
C -5.482 0.019 -1.833
C -1.548 4.248 -3.730
C 4.072 -1.448 1.699
C 0.227 -3.623 -1.370
C -1.510 2.520 0.951
C -2.757 0.421 -1.486
C 1.030 3.561 1.333
C -4.697 0.254 -2.942
C -0.458 2.044 0.182
C 0.116 2.052 -4.024
C -1.315 3.504 1.909
C -1.853 -3.438 -0.995
C 4.681 1.570 2.452
C -1.487 3.269 -2.752
B 3.770 0.680 -1.970
H -5.590 -0.242 0.286
H 0.108 -5.789 -1.750
H -2.245 -5.582 -1.317
H 3.087 -1.228 4.802
H 5.133 -1.551 1.936
H 4.770 -0.640 4.703
H -3.164 0.052 0.585
H -2.186 5.115 -3.633
H 0.530 -4.912 0.385
H -2.125 3.864 2.529
H -0.099 -4.782 -3.188
H -2.390 -4.582 -2.769
H 1.655 2.186 -0.170
H -2.782 -2.870 -1.026
H -2.098 3.380 -1.863
H 3.432 0.467 5.149
H 4.615 1.953 1.443
H 3.507 -2.317 2.038
H 0.795 1.216 -4.128
H 0.692 2.939 -5.910
H -2.725 0.645 -3.620
H 3.926 -1.299 0.635
H 2.017 3.966 1.510
H 1.169 -3.215 -1.733
H 4.394 2.335 3.176
H -5.142 0.278 -3.928
H 5.697 1.229 2.658
H -2.508 2.128 0.814
H -1.759 -4.680 0.816

Properties
Energy relative to the best compared isomer or geometry (same formula, charge and spin): 1.1 kcal per mole
HOMO energy: -0.1252 Ha
Charge: -2
LUMO: 4.05 eV

---

[5]
Density functional theory data (wB97M-V/def2-TZVPD) for a structure of composition C29H29BrIMnN5O3P at a distorted geometry.

Geometry (Å):
I 0.500 -0.682 3.047
Br 3.163 0.955 4.712
Mn 0.658 0.286 0.481
P -1.235 -1.100 -0.180
O -0.948 1.929 0.383
O 1.635 -3.016 -1.606
O 1.611 -1.202 -0.314
N 0.325 1.289 -1.306
N 3.793 2.734 1.663
N 2.295 1.377 0.853
N 1.645 0.442 -2.938
N -1.446 2.771 -1.707
C -4.036 -0.850 2.767
C -2.580 3.562 -1.226
C 2.768 -2.498 2.393
C 2.472 2.481 1.556
C -0.100 2.027 -3.527
C -0.278 -2.653 -0.200
C 0.639 1.242 -2.589
C 4.070 -2.967 2.350
C -4.940 -1.846 2.433
C -1.118 2.761 -3.033
C 1.096 -2.311 -0.779
C -0.704 2.015 -0.834
C 1.432 3.352 2.164
C 3.487 -0.620 3.719
C -3.061 -0.226 -2.075
C -2.868 -0.540 -4.450
C 4.791 -1.094 3.675
C -4.734 -2.626 1.299
C -2.920 -0.636 1.967
C 2.479 -1.320 3.070
C 3.553 0.896 0.530
C 4.493 1.733 1.028
C 5.079 -2.261 2.987
C -3.622 -2.412 0.504
C -3.543 -0.011 -3.358
C -2.700 -1.417 0.837
C -1.717 -1.288 -4.253
C -1.226 -1.501 -2.970
C -1.900 -0.975 -1.869
H -0.153 -2.934 0.849
H -3.250 -0.385 -5.451
H -2.819 3.235 -0.220
H 1.878 0.292 -3.903
H 1.394 4.320 1.662
H 1.980 -3.043 1.895
H 0.454 2.889 2.074
H 6.099 -2.622 2.957
H 4.193 3.493 2.186
H -2.227 0.163 2.207
H 0.128 2.023 -4.582
H -1.745 3.373 -3.667
H -5.815 -2.010 3.047
H 2.039 -0.175 -2.235
H 5.571 -0.548 4.186
H 3.671 -0.016 -0.031
H -3.469 -3.018 -0.382
H 1.646 3.523 3.220
H -2.327 4.621 -1.212
H -3.608 0.165 -1.223
H 4.290 -3.880 1.815
H -0.333 -2.102 -2.844
H -3.434 3.394 -1.880
H -0.745 -3.478 -0.735
H -4.202 -0.237 3.642
H -5.444 -3.399 1.037
H -1.197 -1.717 -5.100
H 5.567 1.715 0.986
H -4.450 0.562 -3.504

Properties
Energy relative to the best compared isomer or geometry (same formula, charge and spin): 0.0 kcal per mole
HOMO energy (alpha / beta): -0.4076 / -0.3874 Ha
⟨S²⟩: 0.829
2S+1: 2
Charge: +1
LUMO (alpha / beta): -2.26 / -2.25 eV

---

[6]
Density functional theory data (wB97M-V/def2-TZVPD) for a structure of composition C29H29Cl2N6O3PS4Y.

Geometry (Å):
Y -0.250 -0.486 -0.846
Cl 4.090 -2.764 2.448
Cl 2.445 0.320 -1.727
S -2.935 0.396 -1.345
S 1.812 -2.098 0.286
S -0.536 -2.557 -2.555
S -0.125 0.189 -3.589
P -2.425 -2.322 0.539
O -1.873 -0.974 1.297
O -3.257 -3.110 1.702
O -0.999 -3.088 0.683
N 0.903 0.964 1.242
N -0.870 -4.477 -5.700
N -1.325 2.596 -1.760
N -3.142 2.386 -3.068
N -0.509 2.006 -0.838
N -0.176 -0.428 -7.252
C -2.384 1.865 -2.063
C -0.353 -1.492 -3.909
C 0.385 4.256 -0.491
C 0.773 4.729 -1.742
C 1.184 2.205 0.813
C -0.426 -1.981 -5.201
C -4.685 -3.166 1.513
C 3.303 -1.206 0.345
C -1.498 -0.990 2.696
C 2.704 1.136 2.816
C -2.641 -0.444 3.519
C 2.259 2.932 1.315
C 3.602 -0.123 -0.498
C 0.606 6.997 -0.951
C 1.652 0.459 2.223
C -0.676 -3.364 -5.473
C 0.108 5.166 0.522
C 5.502 -0.777 1.356
C 0.299 2.793 -0.225
C -0.281 -1.114 -6.331
C 0.210 6.532 0.294
C 5.736 0.284 0.496
C -0.156 -5.233 1.320
C -5.067 -4.369 0.682
C 4.317 -1.490 1.277
C -0.822 -4.447 0.218
C 3.031 2.387 2.327
C 4.771 0.613 -0.442
C 0.890 6.091 -1.967
H -0.623 -0.355 2.777
H -4.658 -4.289 -0.326
H -0.019 7.230 1.089
H -0.195 4.800 1.497
H -3.515 -1.091 3.448
H 0.690 8.061 -1.134
H -3.763 1.738 -3.521
H 1.195 6.446 -2.943
H -0.207 -4.404 -0.678
H 6.232 -1.058 2.103
H 3.271 0.661 3.605
H -4.687 -5.283 1.140
H -0.781 -5.256 2.214
H -5.117 -3.218 2.512
H 4.916 1.434 -1.132
H -2.915 0.552 3.172
H -6.153 -4.446 0.602
H 1.422 -0.557 2.520
H 6.660 0.843 0.553
H -2.345 -0.380 4.568
H -2.676 3.059 -3.656
H -5.035 -2.241 1.048
H 0.803 -4.775 1.567
H 2.479 3.908 0.909
H 3.879 2.933 2.721
H 0.964 4.020 -2.537
H 0.021 -6.259 0.990
H -1.793 -4.873 -0.051
H -1.222 -2.004 2.988

Properties
Energy relative to the best compared isomer or geometry (same formula, charge and spin): 25.0 kcal per mole
HOMO energy: -0.1709 Ha
Charge: -1
LUMO: 1.71 eV

---

[7]
Density functional theory data (wB97M-V/def2-TZVPD) for a structure of composition C29H29CoN2O5 at a distorted geometry.

Geometry (Å):
Co -0.292 0.253 0.003
O 0.482 -0.283 8.099
O -2.486 2.673 2.247
O -0.976 1.251 1.393
O -0.858 1.349 8.686
O -0.364 0.893 -1.833
N -0.308 0.643 7.810
N -1.167 1.370 -3.865
C -3.776 -2.110 -1.902
C -0.311 0.423 4.121
C -1.787 2.226 4.811
C -0.605 0.923 6.447
C -1.638 -2.204 -3.225
C -0.397 -2.326 -0.528
C -2.379 -1.492 -2.085
C -2.562 0.016 -2.414
C 2.556 0.362 -5.500
C 1.994 0.066 1.528
C -2.128 -1.162 0.488
C -1.503 1.971 6.140
C -1.224 -1.606 1.499
C 1.694 1.669 -0.122
C 3.692 1.007 -4.990
C -1.613 -1.612 -0.783
C 0.002 0.140 5.441
C -0.216 2.487 -4.033
C -1.597 1.825 2.365
C 2.281 2.635 -3.872
C -1.292 0.759 -2.680
C 3.553 2.144 -4.178
C 1.590 1.417 1.292
C -0.149 -2.282 0.870
C 1.149 1.971 -4.364
C 2.226 0.486 -0.735
C -1.203 1.467 3.778
C 2.388 -0.502 0.279
C 1.281 0.858 -5.199
H 0.380 0.377 -5.595
H -0.184 3.088 -3.117
H 0.689 -0.664 5.722
H -1.388 -1.508 2.569
H -1.656 -3.289 -3.054
H 0.189 -2.857 -1.286
H 1.343 2.162 2.037
H -0.599 3.103 -4.859
H -3.695 -3.119 -1.479
H -1.955 2.549 6.942
H -3.210 0.124 -3.299
H -1.968 1.370 -4.470
H 1.506 2.625 -0.604
H -3.057 0.523 -1.565
H 2.142 3.529 -3.252
H 0.141 -0.191 3.350
H 2.653 -0.523 -6.133
H 2.799 -1.499 0.125
H 4.437 2.658 -3.789
H 0.700 -2.734 1.383
H -2.478 3.018 4.557
H 4.690 0.633 -5.235
H -0.590 -1.881 -3.292
H -4.397 -1.513 -1.222
H 2.532 0.403 -1.776
H 2.064 -0.403 2.506
H -3.098 -0.673 0.618
H -2.132 -1.999 -4.184
H -4.301 -2.189 -2.862

Properties
HOMO energy (alpha / beta): -0.2779 / -0.2756 Ha
⟨S²⟩: 6.027
2S+1: 5
Charge: 0
LUMO (alpha / beta): -0.66 / -2.06 eV